# CH4S3Si

The molecule CH4S3Si in a non-equilibrium geometry (wB97M-V/def2-TZVPD, the Open Molecules 2025 dataset).

Computed properties:
Net charge: 0
E (hartree): -1524.50567
Energy relative to the best compared isomer or geometry (same formula, charge and spin) (kJ/mol): 67.0
2S+1: 1
Highest occupied orbital energy (eV): -8.99

Each atom is followed by the atoms it is bonded to, with distances in Å.
Cartesian coordinates (Å):
1 Si -1.890 -0.336 -0.061  S2 2.165, H6 1.549, H7 1.466, H8 1.620
2 S 0.026 -1.342 -0.008  Si1 2.165, C3 1.950
3 C 1.279 0.152 0.034  S2 1.950, S4 1.632, S5 1.731
4 S 0.936 1.748 0.013  C3 1.632
5 S 2.930 -0.368 0.023  C3 1.731, H9 1.452
6 H -1.998 0.216 1.383  Si1 1.549
7 H -2.146 0.803 -0.947  Si1 1.466
8 H -2.762 -1.701 -0.030  Si1 1.620
9 H 3.626 0.830 -0.409  S5 1.452